ORCA calculation (wB97M-V/def2-TZVPD) on C17H45Br9N8O6P2 as an isolated structure at a distorted geometry.

Geometry as XYZ:
```
87
C17H45Br9N8O6P2 wB97M-V/def2-TZVPD
C -0.7883 -8.7324 5.9510
N -1.4141 -7.7282 4.8905
O -2.3817 -7.0933 5.2887
O -1.0485 -7.6500 3.7085
H 0.2899 -8.6950 5.7959
H -1.1979 -9.7411 6.0044
H -0.9255 -8.3806 6.9736
C 0.6158 6.1194 -5.0995
N -0.0442 6.5574 -6.3233
O -0.7831 7.5027 -6.2284
O 0.0042 5.8606 -7.2761
H 0.9279 6.9251 -4.4350
H 1.5263 5.6028 -5.4033
H -0.2289 5.5745 -4.6781
O -7.1304 -5.2739 -3.8045
P -6.6183 -4.2869 -2.7379
N -7.0061 -4.7082 -1.0663
C -6.7852 -6.0954 -0.6680
C -7.2038 -3.7562 -0.0145
N -7.2453 -2.6361 -2.8869
C -8.7191 -2.6538 -3.0536
C -6.6620 -1.6391 -3.7530
N -4.9817 -4.1375 -2.6969
C -4.1634 -4.2777 -3.8967
C -4.2946 -3.4681 -1.5539
H -7.7297 -6.4718 -0.2753
H -5.9329 -6.1309 0.0106
H -6.5810 -6.5541 -1.6354
H -6.3700 -3.9089 0.6708
H -8.1051 -4.0154 0.5410
H -7.3410 -2.7236 -0.3356
H -9.0622 -3.3011 -3.8607
H -9.2222 -2.9729 -2.1408
H -9.0809 -1.6305 -3.1537
H -6.7181 -2.0155 -4.7744
H -7.0052 -0.6287 -3.5306
H -5.6054 -1.4449 -3.5688
H -4.1948 -3.5115 -4.6714
H -3.0936 -4.3950 -3.7242
H -4.5179 -5.1147 -4.4982
H -4.4526 -2.3898 -1.5683
H -3.2474 -3.7645 -1.6141
H -4.6931 -3.8210 -0.6028
O 3.3480 1.7722 -0.4428
P 3.7516 1.5707 0.9543
N 3.4102 0.0034 1.6681
C 3.5512 -1.1653 0.9030
C 3.4640 -0.2619 3.1331
N 3.1615 2.7032 2.0541
C 3.9254 3.8426 2.5106
C 1.6942 2.8172 2.1919
N 5.4863 1.5891 1.2630
C 6.1613 1.5315 2.5592
C 6.3242 2.2013 0.2259
H 3.1705 -1.0193 -0.1079
H 3.1232 -2.0123 1.4391
H 4.5988 -1.4404 0.7806
H 2.5184 -0.7403 3.3883
H 3.4406 0.6997 3.6459
H 4.2244 -0.9801 3.4399
H 4.5702 4.1634 1.6925
H 3.3581 4.7642 2.6414
H 4.4830 3.6115 3.4182
H 1.0415 2.1367 1.6451
H 1.5079 2.5689 3.2368
H 1.4224 3.8415 1.9370
H 6.5679 0.5240 2.6470
H 6.9950 2.2006 2.7722
H 5.5040 1.7010 3.4121
H 6.4940 3.2520 0.4608
H 5.8051 2.0774 -0.7246
H 7.2807 1.6802 0.1844
C 9.0548 0.0240 -6.9792
Br 10.5621 1.3369 -7.0125
Br 7.3566 0.9900 -7.1258
Br 9.0590 -0.9889 -5.2876
H 9.0825 -0.6201 -7.8581
C -6.0032 6.5386 4.8340
Br -7.1223 6.9155 6.4331
Br -6.2673 4.6993 4.3128
Br -4.2149 6.7607 5.2892
H -6.1596 7.1710 3.9601
C 10.5143 8.9745 4.3957
Br 11.9518 8.0761 3.2977
Br 10.6380 10.9137 4.0900
Br 10.7626 8.6920 6.3961
H 9.6129 8.4901 4.0202
```

Charge ... 0
Frontier orbital gap ... 7.7320 eV
Relative energy (zero: lowest compared OMol25 entry of this formula, charge and spin) ... 267.5 kJ/mol

Atomic partial charges in e from the Löwdin method, atoms 1 to 8: 0.062, -0.391, 0.039, 0.038, 0.083, 0.089, 0.080, 0.037

ORCA calculation (wB97M-V/def2-TZVPD) on a 9-piece molecular cluster, C17H45N4O12 overall at a distorted geometry.

Geometry as XYZ:
```
78
C17H45N4O12 wB97M-V/def2-TZVPD
C 2.0730 -0.4384 1.4089
C 1.8784 -0.7946 -0.0117
O 2.1218 -0.0816 -0.9393
O 1.3391 -2.0702 -0.2185
C 0.4036 -2.1108 -1.2149
O 0.6904 -2.1312 -2.3709
C -1.0548 -2.1249 -0.7997
N -1.3454 -1.4391 0.4811
C -2.6037 -2.0012 1.1053
C -3.8112 -1.2564 0.5546
C -3.7575 0.2008 1.0645
N -2.3190 0.5448 1.3069
C -1.5536 -0.1045 0.3722
N -1.0223 0.6004 -0.5995
O -1.2691 1.9674 -0.6122
C -0.9435 2.4761 -1.7775
N -0.6284 2.9048 -2.7929
H 3.0083 -0.8142 1.8211
H 2.0471 0.6401 1.5221
H 1.2888 -0.8944 2.0107
H -1.3146 -3.1769 -0.7128
H -1.6242 -1.7162 -1.6328
H -2.5783 -1.8584 2.1831
H -2.6745 -3.0712 0.9510
H -4.7406 -1.7183 0.8771
H -3.8285 -1.2305 -0.5347
H -4.3445 0.3319 1.9646
H -4.1335 0.8635 0.2904
H -2.0209 0.2929 2.2420
H -0.4283 0.2183 -1.3330
C 1.4868 0.5307 -4.0650
O 0.5741 -0.3868 -4.6610
H 1.5313 1.4201 -4.6868
H 1.1519 0.8122 -3.0624
H 2.4842 0.0891 -3.9950
H 0.5434 -1.1732 -4.1085
C -6.5230 0.4455 -2.4892
O -5.3724 -0.3074 -2.0844
H -6.2950 1.4963 -2.3367
H -6.7445 0.2805 -3.5441
H -7.3946 0.1790 -1.8886
H -5.5795 -1.2352 -2.2285
C 3.3253 -4.5310 -3.4639
O 4.5074 -3.7852 -3.1990
H 3.6064 -5.3956 -4.0581
H 2.8629 -4.8770 -2.5339
H 2.6047 -3.9321 -4.0277
H 4.2630 -3.0179 -2.6758
C 3.0959 2.5022 -1.5874
O 2.2260 2.5335 -0.4459
H 3.6814 3.4157 -1.5989
H 3.7712 1.6504 -1.5117
H 2.5038 2.4391 -2.5017
H 1.7423 1.7031 -0.4584
C 0.4496 3.2787 2.6772
O 0.7635 2.5546 3.8663
H -0.5000 3.7814 2.8388
H 1.2147 4.0265 2.4654
H 0.3510 2.5856 1.8332
H 1.6074 2.1139 3.7366
C -7.5855 -1.1201 2.6067
O -6.4058 -0.3572 2.8772
H -7.2970 -1.9593 1.9787
H -8.0225 -1.5042 3.5294
H -8.3275 -0.5198 2.0773
H -6.6625 0.3833 3.4344
C 5.5746 0.7126 0.8102
O 5.9799 1.5450 -0.2744
H 4.8065 1.2381 1.3665
H 5.1635 -0.2330 0.4408
H 6.4141 0.5056 1.4764
H 6.6611 1.0836 -0.7708
C 5.1393 1.8246 4.3784
O 4.8766 0.5258 3.8473
H 4.3426 2.4830 4.0412
H 5.1483 1.8101 5.4702
H 6.0934 2.2131 4.0150
H 5.5807 -0.0573 4.1433
```

Charge ... +1
Frontier orbital gap ... 8.4100 eV

Atomic partial charges in e from the Löwdin method, atoms 1 to 8: 0.056, -0.442, 0.119, 0.119, -0.420, 0.182, -0.013, 0.043

ORCA calculation (wB97M-V/def2-TZVPD) on C17H46AsN3OP3S as an isolated structure at a distorted geometry.

Geometry as XYZ:
```
72
C17H46AsN3OP3S wB97M-V/def2-TZVPD
C -0.0358 5.3402 1.1637
C 0.5214 3.8912 1.3348
C -0.3369 2.7512 0.6660
C -1.6172 3.2281 -0.0944
C -1.3554 3.7863 -1.5377
C -2.1940 3.1045 -2.6705
C -3.7195 2.9177 -2.3606
C -4.2043 1.4424 -2.6776
C -3.4561 0.4904 -1.7001
C -3.8846 -1.0072 -1.7635
C -2.7658 -2.0019 -1.2978
C -1.8108 -1.4358 -0.1814
C -0.3788 -1.1583 -0.7737
C 0.6978 -0.7856 0.3096
As 1.6300 -2.3444 1.2412
N 0.4001 -3.6612 0.4823
C 2.7568 -2.6118 -0.4524
C 4.0838 -1.8069 -0.6117
C 4.7109 -2.2423 -2.0151
P 0.1024 -2.1410 2.9973
N -0.5505 -3.4921 3.5818
P 2.8343 -4.1066 2.2022
S 2.8171 -4.2860 4.1440
P 3.1244 -0.7379 2.1548
N 3.2743 -0.9135 3.8984
O 2.4472 0.8491 1.9825
H -0.0890 5.6924 0.1185
H 0.5963 6.0056 1.7969
H -1.0477 5.3929 1.6285
H 0.6489 3.6743 2.4175
H 1.5404 3.8392 0.8936
H -0.6748 2.0599 1.4684
H 0.2732 2.1625 -0.0526
H -2.2336 3.9587 0.4769
H -2.2707 2.3300 -0.1961
H -0.2827 3.5676 -1.7689
H -1.4552 4.8894 -1.5882
H -1.7091 2.1604 -3.0054
H -2.1362 3.7834 -3.5565
H -4.0049 3.2180 -1.3279
H -4.3300 3.5716 -3.0296
H -5.2887 1.4022 -2.4514
H -3.9571 1.2529 -3.7406
H -3.6422 0.8312 -0.6535
H -2.3605 0.5536 -1.8505
H -4.8098 -1.2389 -1.1924
H -4.0952 -1.2376 -2.8380
H -3.2086 -2.9513 -0.9211
H -2.1242 -2.2703 -2.1704
H -1.7427 -2.2151 0.6104
H -2.2004 -0.5279 0.3301
H -0.0670 -1.9415 -1.4923
H -0.5175 -0.2314 -1.3981
H 1.4969 -0.2311 -0.2418
H 0.1826 -0.1141 1.0352
H 0.5236 -4.5733 0.9145
H 0.6678 -3.8180 -0.4888
H 2.1408 -2.3874 -1.3565
H 2.9876 -3.7083 -0.4992
H 3.9408 -0.7105 -0.7122
H 4.8666 -2.0619 0.1271
H 4.6672 -3.3376 -2.1703
H 5.7454 -1.8360 -2.0928
H 4.1092 -1.7797 -2.8355
H 0.6696 -1.4415 4.1157
H -0.9975 -1.3487 2.5054
H -0.1216 -4.2707 3.0898
H 4.2129 -3.8932 1.8246
H 2.5206 -5.3983 1.6508
H 4.1696 -1.2961 4.1701
H 3.1000 -0.0005 4.3092
H 3.2161 1.4066 2.1248
```

Charge ... -1
Frontier orbital gap ... 6.2352 eV
Relative energy (zero: lowest compared OMol25 entry of this formula, charge and spin) ... 133.5 kJ/mol

Atomic partial charges in e from the Löwdin method, atoms 1 to 8: -0.127, -0.242, -0.200, -0.212, -0.201, -0.207, -0.214, -0.197